{
  "formula": "C7H29NO7",
  "method": "ωB97M-V/def2-TZVPD",
  "symbols": ["O", "O", "O", "O", "O", "O", "O", "N", "C", "C", "C", "C", "C", "C", "C", "H", "H", "H", "H", "H", "H", "H", "H", "H", "H", "H", "H", "H", "H", "H", "H", "H", "H", "H", "H", "H", "H", "H", "H", "H", "H", "H", "H", "H"],
  "xyz": [[-0.513, 3.134, 1.636], [1.470, 2.585, -0.476], [1.610, -0.535, -3.559], [-2.488, 1.473, 3.199], [0.625, 5.117, -0.271], [0.649, 2.364, -3.611], [-3.679, 1.552, 0.801], [0.714, -1.162, 0.439], [0.931, -1.269, 1.865], [-1.090, -0.292, -0.982], [0.916, -2.568, 2.707], [-0.716, -1.330, -0.034], [0.713, -3.210, -0.967], [1.570, -2.036, -0.334], [-0.744, -2.750, -0.734], [-3.189, 0.690, 0.548], [2.387, -2.596, 0.165], [-1.257, -1.326, 0.886], [2.228, -1.535, -1.129], [1.952, -2.931, 2.843], [-2.216, -0.310, -1.316], [1.274, 3.083, -3.524], [0.798, -3.442, -2.075], [-2.822, 1.727, 2.344], [-0.440, -0.321, -1.814], [0.969, 1.433, -3.689], [0.999, -4.166, -0.508], [1.951, -0.898, 1.838], [1.193, 4.479, -0.901], [1.449, -0.711, -2.647], [-0.092, 4.173, 1.606], [0.268, -0.491, 2.333], [0.480, -2.425, 3.802], [-1.260, -2.772, -1.710], [-1.217, -3.506, -0.071], [2.126, -1.221, -4.023], [-1.074, 0.710, -0.512], [0.209, -3.314, 2.293], [-1.717, 0.883, 2.977], [-4.583, 1.375, 0.688], [-0.579, 3.020, 2.572], [-0.236, 4.741, -0.662], [0.957, 1.750, -0.584], [1.473, 2.824, 0.589]],
  "atomic_forces_ev_per_a": [[2.17, 4.62, -0.77], [0.17, -0.03, 3.49], [0.15, 0.54, -1.84], [1.90, -1.25, 0.75], [-0.35, -2.70, -3.35], [-1.28, -0.88, -0.12], [3.15, -1.66, -0.77], [-1.16, -1.04, -1.11], [0.26, 1.58, 0.82], [-3.31, 2.40, 0.18], [-1.28, -0.12, 1.47], [2.06, -2.69, 0.29], [-0.07, 0.52, -0.96], [1.75, -1.46, -2.28], [-0.34, -0.89, 0.78], [-1.37, 2.12, 0.50], [-0.59, 0.80, 0.81], [-0.95, 0.00, 0.42], [-1.25, -0.05, 0.80], [-0.73, -0.27, -0.26], [2.09, -0.58, 0.24], [0.71, -0.77, 0.00], [0.52, 0.79, 1.14], [-0.50, 0.33, -0.70], [0.41, 0.20, -1.21], [0.61, 1.50, 0.07], [-0.45, 0.35, 0.24], [0.22, 0.34, 1.18], [-1.15, 1.86, 2.41], [0.28, -0.81, 0.87], [-1.69, -4.23, -0.42], [0.70, -0.60, -0.27], [1.01, 0.17, -2.23], [-0.11, 0.32, 0.63], [-0.08, 0.60, -0.40], [-0.46, 0.37, 0.94], [0.53, -0.25, -0.21], [0.72, 0.04, -0.02], [-1.19, 0.90, 0.45], [-1.94, -0.46, -0.21], [-0.44, -0.38, 1.15], [1.29, 1.12, 1.23], [0.51, 0.96, 0.47], [-0.51, -1.29, -4.20]],
  "smiles": "CCN1CCC[C@@H]1C.O.O.O.O.O.O.O",
  "e_lumo_ev": 0.34,
  "multiplicity": 1,
  "e_tot_ha": -865.422935,
  "relative_energy_kcal_mol": 79.35,
  "orbital_gap_ev": 9.326
}